# 1
C38H31AsNO2OsS | ωB97M-V with the def2-TZVPD basis set

Structure (XYZ):
```
75
Properties=species:S:1:pos:R:3:forces:R:3
Os 0.863650 0.280262 0.843432 0.777 0.214 1.526
C 4.109666 1.736986 3.511980 0.037 0.066 -0.067
C 2.780080 1.789520 2.822382 0.017 -0.092 -0.133
O 2.623072 0.991521 1.863819 -0.162 0.417 0.337
C 1.766416 2.717705 3.237177 0.156 0.112 0.147
C 2.108331 3.806749 4.073052 0.048 -0.085 -0.025
C 1.172272 4.729756 4.449453 -0.110 0.008 -0.022
C -0.157158 4.569813 4.021705 0.032 0.019 0.017
C -0.525046 3.514595 3.224727 -0.007 0.039 -0.008
C 0.432522 2.575934 2.802671 0.178 -0.195 -0.028
O 0.024407 1.582425 2.052123 -1.547 0.154 -0.321
H 4.630416 0.831165 3.213982 -0.007 0.008 -0.003
H 3.986849 1.758043 4.593420 0.012 0.000 -0.005
H 4.715964 2.599676 3.224850 -0.018 -0.008 0.017
H 3.134119 3.926748 4.396616 -0.037 -0.015 0.002
H 1.449753 5.571563 5.068610 -0.016 -0.023 -0.009
H -0.905153 5.292353 4.323605 0.011 -0.021 0.013
H -1.548295 3.373199 2.902584 0.023 0.015 -0.004
S 1.200835 -1.445250 2.342608 0.380 -0.610 -0.556
C -0.221877 -2.510455 2.313525 -0.024 0.100 0.082
C -0.357266 -3.468487 3.316262 0.033 0.015 -0.009
C -1.452362 -4.317460 3.310439 -0.032 0.005 -0.035
C -2.409019 -4.233452 2.303686 0.037 0.005 0.004
C -2.268017 -3.287825 1.299062 -0.005 -0.079 0.113
C -1.185868 -2.419219 1.318113 0.039 0.055 0.067
As -0.836731 -1.147526 -0.082089 -0.518 0.061 0.471
C -0.589921 -2.388837 -1.521818 -0.012 0.089 -0.227
C -1.693463 -2.840211 -2.240589 0.057 0.054 -0.121
C -1.542217 -3.887253 -3.136955 -0.008 -0.011 -0.007
C -0.300426 -4.483489 -3.310927 -0.002 -0.014 -0.006
C 0.794763 -4.034388 -2.588282 0.005 -0.011 0.008
C 0.647148 -2.990076 -1.687773 -0.078 -0.150 -0.011
C -2.514254 -0.289006 -0.418006 -0.067 -0.032 -0.077
C -3.408461 -0.089550 0.626703 -0.043 0.026 -0.072
C -4.575276 0.628782 0.398217 0.013 0.008 0.006
C -4.835729 1.149724 -0.861460 -0.006 0.019 0.000
C -3.932266 0.959345 -1.899760 -0.016 -0.017 0.006
C -2.767486 0.242525 -1.678744 -0.120 -0.042 -0.002
H 0.393398 -3.544669 4.093049 -0.011 -0.017 -0.018
H -1.555592 -5.058110 4.092823 -0.003 0.013 -0.008
H -3.255493 -4.907689 2.297347 0.017 0.021 0.015
H -3.004481 -3.226358 0.507674 -0.015 0.013 -0.036
H -2.662751 -2.375542 -2.114635 -0.008 -0.035 0.021
H -2.398282 -4.242428 -3.695607 0.008 0.006 -0.003
H -0.190458 -5.307808 -4.003384 0.005 0.019 -0.009
H 1.761411 -4.505078 -2.716554 -0.015 0.011 0.006
H 1.488084 -2.664474 -1.097470 0.077 -0.009 0.088
H -3.203383 -0.490104 1.611661 0.007 -0.022 0.014
H -5.281345 0.777237 1.204812 0.005 0.008 -0.006
H -5.747381 1.706374 -1.036376 0.009 -0.004 0.005
H -4.133731 1.372454 -2.879543 -0.003 -0.008 0.008
H -2.061396 0.096713 -2.488416 0.021 0.032 0.007
N 2.548960 0.037401 -0.385555 -0.155 -0.665 -0.852
C 2.522379 -0.271259 -1.798072 -0.112 -0.036 0.135
C 3.277195 -1.314776 -2.302250 0.106 0.062 -0.029
C 3.208280 -1.608659 -3.654171 -0.038 0.023 -0.042
C 2.380423 -0.856481 -4.479123 0.031 -0.004 0.060
C 1.634783 0.187318 -3.953088 0.064 0.083 -0.038
C 1.703785 0.511989 -2.598024 -0.065 0.088 0.117
C 0.878573 1.606661 -2.017421 -0.113 -0.331 0.043
C 0.660723 2.752719 -2.783565 -0.179 -0.042 -0.058
C -0.279898 3.692981 -2.401604 -0.022 0.022 -0.014
C -1.058056 3.463142 -1.273184 0.018 0.048 -0.112
C -0.826194 2.349078 -0.488120 0.323 -0.076 -0.098
C 0.212755 1.442910 -0.778596 0.421 0.673 -0.321
H 3.179118 -0.588999 0.102162 0.217 0.020 0.042
H 2.876780 0.989136 -0.258156 0.377 0.009 -0.071
H 3.912749 -1.897592 -1.642442 -0.017 0.023 -0.019
H 3.786437 -2.429111 -4.058029 0.012 0.030 -0.007
H 2.315089 -1.084733 -5.534991 -0.015 -0.012 0.030
H 0.978780 0.762330 -4.595357 0.016 -0.042 0.003
H 1.230916 2.896294 -3.693620 -0.020 0.000 0.006
H -0.428313 4.583539 -2.998927 0.002 -0.013 0.016
H -1.838424 4.161941 -0.997543 0.000 -0.020 -0.009
H -1.439416 2.187749 0.385898 0.032 0.050 0.069
```
Positions in Å, forces in eV/Å.

net charge = +1
F_max = 0.034 hartree/bohr
energy relative to the best compared isomer or geometry (same formula, charge and spin) = 1.216 eV
calculated total energy = -119630.1852 eV
Kohn-Sham gap (spin up / spin down) = 5.99 / 6.10 eV

Mulliken atomic charge list, values in e, 8 entries: Os 3.61; C -1.89; C 1.10; O -0.49; C 0.76; C -0.95; C -0.86; C -0.49


# 2
C38H31BBrF4IN7O5SSn | ωB97M-V with the def2-TZVPD basis set

Structure (XYZ):
```
90
Properties=species:S:1:pos:R:3:forces:R:3
Sn -0.659238 -0.462859 -0.177522 -0.543 0.483 -0.076
O -1.019982 -4.778410 -1.913503 0.094 -0.142 0.114
C -0.853458 -3.737628 -1.239766 -0.309 0.256 -0.080
N -1.250704 -2.508259 -1.544498 0.438 -0.010 -0.216
C -1.767870 -2.413559 -2.893464 0.069 -0.043 0.226
C -1.055854 -1.393067 -3.758220 -0.051 0.030 0.449
C -1.476142 -1.187006 -5.070103 -0.037 0.164 -0.408
C -0.832252 -0.251370 -5.863573 -0.082 -0.205 0.359
C 0.234974 0.447961 -5.312733 -0.014 0.116 -0.290
C 0.584696 0.179748 -4.005891 -0.030 0.017 0.238
N -0.038345 -0.710904 -3.234606 -0.015 -0.044 -0.219
C -0.096589 -3.905435 0.057783 0.200 -0.137 -0.006
C -0.284519 -5.073611 0.791242 -0.114 -0.089 0.096
C 0.496371 -5.307577 1.903527 -0.032 0.100 -0.125
C 1.479652 -4.381424 2.224626 0.065 0.018 0.069
C 1.592509 -3.243382 1.447232 -0.014 -0.065 -0.055
N 0.817821 -2.997906 0.390926 -0.126 0.083 -0.115
H -1.657444 -3.390396 -3.381678 -0.151 0.066 -0.054
H -2.845074 -2.188712 -2.868400 0.093 0.086 -0.187
H -2.307115 -1.763225 -5.460754 -0.030 0.013 0.045
H -1.165404 -0.062919 -6.876447 0.028 -0.007 -0.027
H 0.771074 1.195180 -5.884413 0.005 0.014 0.044
H 1.388465 0.730401 -3.528144 0.041 0.015 -0.016
H -1.050528 -5.763458 0.467938 0.017 -0.018 -0.013
H 0.346690 -6.191226 2.511147 -0.003 0.000 0.004
H 2.134068 -4.529016 3.074916 -0.010 0.037 0.009
H 2.332732 -2.484494 1.671943 0.038 0.087 0.031
Br -4.465656 -1.677296 -0.546223 -0.263 -0.747 0.270
C -4.080076 -0.368994 0.802540 -0.399 0.291 0.660
C -4.904353 -0.293239 1.896021 0.170 -0.152 -0.194
C -4.654840 0.738402 2.807043 -0.164 0.021 0.243
C -3.654471 1.659847 2.508278 0.225 -0.173 -0.164
C -2.892014 1.494939 1.368814 -0.215 0.801 0.236
N -3.078132 0.452107 0.516535 0.659 -0.840 -0.166
C -1.859604 2.530699 0.949950 -0.584 -0.023 -0.026
O -2.108203 3.717654 1.218323 0.323 -0.073 0.123
O -0.863674 2.066693 0.319676 0.195 -0.061 -0.014
H -5.683550 -1.025113 2.050541 -0.035 0.009 -0.021
H -5.241856 0.817000 3.713390 0.055 -0.033 0.019
H -3.440239 2.502624 3.151467 -0.055 0.067 -0.070
O 2.025728 2.879953 1.599375 -0.215 0.158 0.515
S 1.836855 1.927246 0.476763 1.161 0.190 -0.959
C 3.321110 0.884030 0.511498 0.043 -0.211 0.005
C 3.365435 -0.277842 -0.248335 -0.189 -0.007 0.063
C 4.519291 -1.047899 -0.257146 0.096 -0.058 -0.017
C 5.623011 -0.665389 0.495643 -0.034 0.055 0.055
C 5.553952 0.473062 1.291655 -0.008 -0.134 -0.055
C 4.399626 1.240887 1.302958 -0.072 0.236 0.065
C 2.501711 2.923843 -0.928778 -0.241 0.026 -0.082
C 3.144767 2.404583 -2.045762 -0.036 -0.060 0.007
C 3.567140 3.248173 -3.064326 -0.054 0.006 -0.002
C 3.318079 4.611414 -2.990526 0.036 0.044 -0.003
C 2.651703 5.129205 -1.887844 0.062 -0.048 -0.072
C 2.249766 4.287719 -0.861466 -0.088 0.008 0.195
H 2.485117 -0.586821 -0.806831 0.022 -0.036 0.002
H 4.553418 -1.958414 -0.843244 -0.032 0.015 -0.015
H 6.529877 -1.258277 0.474037 -0.027 -0.033 0.024
H 6.397856 0.755390 1.910544 0.002 0.019 -0.023
H 4.315758 2.128960 1.918517 -0.020 0.010 -0.015
H 3.338232 1.343016 -2.118187 0.043 -0.007 -0.012
H 4.095936 2.837075 -3.916457 -0.031 -0.013 -0.005
H 3.646939 5.266522 -3.788790 -0.016 0.004 0.003
H 2.445359 6.190972 -1.827665 -0.013 -0.006 0.015
H 1.739472 4.671192 0.013270 -0.014 0.012 -0.016
O 0.959424 0.079203 1.918865 -0.083 -0.314 0.516
N 0.693793 0.145303 3.192952 -0.020 -0.139 0.204
C 0.611861 -0.988868 3.919004 0.053 -0.054 -0.144
C 0.363673 -0.952693 5.268698 0.009 0.217 0.398
C 0.196976 0.264787 5.913517 0.054 -0.025 -0.341
C 0.277107 1.419222 5.144602 -0.062 -0.152 0.303
C 0.512268 1.342103 3.792459 -0.001 0.160 -0.201
H 0.710769 -1.905855 3.362420 -0.045 0.050 -0.055
H 0.278899 -1.887174 5.803841 -0.061 -0.043 -0.098
H -0.020413 0.316031 6.971285 0.027 -0.023 0.017
H 0.155834 2.394437 5.595410 -0.051 0.032 -0.079
H 0.595759 2.196953 3.137604 -0.001 -0.022 -0.100
F -3.364593 -3.053195 3.030546 0.126 0.022 0.010
B -2.128153 -2.443430 3.284527 -0.301 0.047 -0.274
F -1.253511 -3.371673 3.889237 0.135 -0.064 0.117
F -2.294958 -1.333776 4.126139 -0.019 -0.031 0.030
F -1.541987 -2.009022 2.053492 -0.032 -0.095 0.241
I -3.539152 3.950768 -4.996167 0.042 -0.180 0.237
C -3.269856 2.468486 -3.559880 -0.111 0.286 -0.424
C -4.135566 1.429984 -3.305579 0.085 0.063 0.133
N -3.538940 0.696642 -2.349255 0.154 0.359 -0.505
N -2.354286 1.185782 -1.991940 0.344 -0.221 -0.231
C -2.167173 2.274086 -2.710769 -0.073 0.027 -0.120
H -5.104557 1.195822 -3.710117 -0.004 -0.044 0.012
H -3.876703 -0.143008 -1.889712 -0.037 0.089 -0.047
H -1.284521 2.877718 -2.584001 0.055 -0.027 0.038
```
Positions in Å, forces in eV/Å.

net charge = -2
F_max = 0.030 hartree/bohr
2S+1 = 2
energy relative to the best compared isomer or geometry (same formula, charge and spin) = 3.096 eV
calculated total energy = -166939.2149 eV
Kohn-Sham gap (spin up / spin down) = 2.23 / 6.06 eV

Mulliken atomic charge list, values in e, 8 entries: Sn 2.19; O -0.84; C -0.44; N 0.31; C -1.56; C 0.72; C -0.87; C -0.43